# 1
{"formula": "C5H9N", "method": "ωB97M-V/def2-TZVPD", "species": ["C", "C", "C", "N", "C", "C", "H", "H", "H", "H", "H", "H", "H", "H", "H"], "positions_angstrom": [[1.23878, 1.16780, -0.10196], [0.29339, 0.60878, -1.63337], [-0.88415, -1.45096, 1.33995], [0.34928, 0.66480, 0.85063], [-0.41264, -0.42032, 0.37266], [-0.58431, -0.35333, -0.96216], [-0.13256, 1.36555, 1.41257], [1.31387, 2.26741, -0.07414], [2.20353, 0.66223, -0.12891], [-1.10446, -1.11319, -1.52116], [0.87661, 0.18935, -2.44687], [-0.13297, 1.57102, -1.89086], [-1.42586, -2.23783, 0.81339], [-1.55579, -1.02145, 2.08817], [-0.04271, -1.89986, 1.88205]], "atomic_forces_ev_per_a": [[-1.2315, -0.4455, -3.8927], [1.9120, 2.3232, 2.4731], [-0.3218, -0.0058, -0.0314], [0.1982, -0.1677, 2.3691], [-0.5989, 0.3751, -0.9071], [0.2479, -1.2635, 0.9825], [0.0379, -0.5081, -0.3170], [0.1573, -0.5706, -0.1419], [0.0673, 0.1263, 0.1097], [-0.1918, -0.1486, -0.0176], [0.2964, 0.1318, 0.1442], [-0.5238, -0.0419, -0.6799], [0.0081, 0.0241, 0.0599], [0.0216, 0.0003, 0.0277], [-0.0790, 0.1709, -0.1787]], "e_above_lowest_kj_mol": 170.84, "homo_ev": -7.47, "orbital_gap_ev": 8.6, "e_lumo_ev": 1.12, "total_energy_ev": -6819.2243, "fmax_ha_per_bohr": 0.0799, "smiles": "CC1=CCCN1"}

# 2
{"formula": "C59H121N3O34", "method": "ωB97M-V/def2-TZVPD", "species": ["C", "N", "O", "O", "H", "H", "H", "C", "N", "O", "O", "H", "H", "H", "C", "N", "O", "O", "H", "H", "H", "C", "O", "C", "C", "O", "C", "H", "H", "H", "H", "H", "H", "H", "H", "H", "H", "C", "O", "C", "C", "O", "C", "H", "H", "H", "H", "H", "H", "H", "H", "H", "H", "C", "O", "C", "C", "O", "C", "H", "H", "H", "H", "H", "H", "H", "H", "H", "H", "C", "O", "C", "C", "O", "C", "H", "H", "H", "H", "H", "H", "H", "H", "H", "H", "C", "O", "C", "C", "O", "C", "H", "H", "H", "H", "H", "H", "H", "H", "H", "H", "C", "O", "C", "C", "O", "C", "H", "H", "H", "H", "H", "H", "H", "H", "H", "H", "C", "O", "C", "C", "O", "C", "H", "H", "H", "H", "H", "H", "H", "H", "H", "H", "O", "C", "O", "C", "C", "C", "H", "H", "H", "H", "H", "H", "O", "C", "O", "C", "C", "C", "H", "H", "H", "H", "H", "H", "O", "C", "O", "C", "C", "C", "H", "H", "H", "H", "H", "H", "O", "C", "O", "C", "C", "C", "H", "H", "H", "H", "H", "H", "O", "C", "O", "C", "C", "C", "H", "H", "H", "H", "H", "H", "O", "C", "O", "C", "C", "C", "H", "H", "H", "H", "H", "H", "O", "C", "O", "C", "C", "C", "H", "H", "H", "H", "H", "H"], "positions_angstrom": [[-0.85039, -5.64072, -5.62550], [-1.65595, -6.46153, -4.63093], [-1.13029, -6.95205, -3.65735], [-2.84688, -6.49475, -4.78770], [-0.42738, -6.29678, -6.35065], [-0.03436, -5.21460, -5.02998], [-1.46669, -4.94677, -5.98963], [-3.17762, 2.32278, 3.67629], [-4.11543, 1.18430, 3.68162], [-5.23040, 1.40015, 3.29615], [-3.77109, 0.20389, 4.28622], [-3.26675, 2.86393, 2.74158], [-2.21140, 1.90237, 3.86953], [-3.54209, 2.98222, 4.47582], [-2.66146, 2.96608, -5.03624], [-3.65783, 2.15005, -4.23964], [-3.42208, 2.10971, -2.99794], [-4.49178, 1.56096, -4.81203], [-1.83741, 2.31963, -5.28573], [-2.42864, 3.73047, -4.25064], [-3.19631, 3.33036, -5.90533], [-0.77204, -3.90628, -1.79004], [-1.75906, -2.99991, -1.27859], [-3.08097, -3.49510, -1.58899], [-3.41774, -3.12401, -3.02024], [-4.65616, -3.72169, -3.32573], [-5.58470, -2.72514, -3.58402], [0.23193, -3.47000, -1.70329], [-1.05968, -4.05533, -2.89274], [-0.75285, -4.85875, -1.28233], [-3.83660, -3.07705, -0.91638], [-3.06619, -4.58430, -1.60180], [-2.61919, -3.41419, -3.71455], [-3.53060, -2.05991, -3.04886], [-5.10523, -2.02271, -4.26614], [-6.00444, -2.21852, -2.68004], [-6.48078, -3.12956, -4.03360], [2.52910, 3.41471, -4.50624], [2.21843, 3.11564, -3.17827], [0.91957, 2.53688, -3.01378], [-0.23694, 3.51162, -2.70607], [-0.61557, 4.51514, -3.60556], [0.23584, 5.63736, -3.62247], [2.49775, 4.49816, -4.60154], [1.71677, 3.05856, -5.17960], [3.49987, 3.05461, -4.88537], [0.94491, 1.92677, -2.12000], [0.71604, 1.94771, -3.87026], [0.00869, 3.94911, -1.73938], [-1.07208, 2.78723, -2.61620], [1.27592, 5.41905, -3.83518], [0.18510, 6.14461, -2.61248], [-0.13245, 6.28414, -4.42663], [5.86894, -2.76749, -0.31266], [4.52226, -2.42604, 0.06254], [4.61781, -1.36173, 0.93395], [3.19493, -0.69675, 1.20959], [2.39672, -1.49235, 2.01476], [1.83407, -2.69395, 1.53656], [5.97134, -3.67695, -0.88387], [6.48987, -2.82856, 0.50701], [6.26996, -1.99209, -0.92692], [5.25512, -0.56927, 0.53940], [5.03896, -1.75924, 1.90908], [2.76627, -0.51528, 0.24226], [3.35642, 0.17597, 1.72858], [1.13491, -2.99825, 2.31029], [2.49694, -3.53576, 1.29206], [1.24000, -2.40675, 0.60374], [-6.53325, 0.24318, -0.91674], [-5.65525, -0.56531, -0.10106], [-6.32902, -1.19941, 0.99463], [-7.03343, -2.50747, 0.61831], [-6.22045, -3.48634, 0.15078], [-6.88252, -4.59681, -0.36040], [-7.21010, -0.47088, -1.40515], [-5.81497, 0.54028, -1.67425], [-7.10476, 0.98638, -0.40531], [-7.01394, -0.45211, 1.45770], [-5.57639, -1.42222, 1.76053], [-7.77907, -2.27951, -0.11868], [-7.66059, -2.86476, 1.48643], [-7.52926, -5.16594, 0.33747], [-6.19854, -5.32512, -0.76479], [-7.58590, -4.31625, -1.16539], [2.11805, -2.67765, 5.61695], [1.79669, -2.73645, 7.00187], [0.90542, -3.82684, 7.36497], [1.66369, -5.01078, 7.83536], [2.54408, -5.48764, 6.81896], [1.83541, -6.11679, 5.72372], [2.96531, -3.37528, 5.31777], [2.34238, -1.62121, 5.40062], [1.22308, -2.95943, 5.05132], [0.32455, -4.12793, 6.49987], [0.28998, -3.38282, 8.18604], [0.91932, -5.75408, 8.25453], [2.29477, -4.71683, 8.68127], [1.30279, -5.36580, 5.11001], [1.16774, -6.98628, 6.01865], [2.59552, -6.51807, 5.02593], [3.51076, 1.77929, 5.59295], [3.99907, 2.84360, 4.80542], [5.19570, 2.48402, 4.08230], [5.42442, 3.48474, 2.99871], [5.59297, 4.76024, 3.51466], [5.83260, 5.66927, 2.49518], [3.50807, 0.82869, 5.04626], [2.46648, 2.06293, 5.79436], [4.10576, 1.70593, 6.47195], [5.22682, 1.41017, 3.65436], [6.04274, 2.59794, 4.76971], [4.63229, 3.54555, 2.29728], [6.31965, 3.12512, 2.40092], [6.72840, 5.38853, 1.95756], [6.10114, 6.62721, 2.96859], [5.02175, 5.77803, 1.75134], [-0.86637, -0.36729, -4.14289], [-0.72548, 0.37443, -5.35766], [-0.50906, -0.36026, -6.49258], [-0.82752, 0.49049, -7.64773], [0.12642, 1.54016, -7.88889], [-0.26921, 2.90067, -7.68610], [-1.84460, -0.92139, -4.13641], [-0.86063, 0.29122, -3.24352], [-0.09427, -1.09158, -3.98725], [-1.14638, -1.22993, -6.48324], [0.51036, -0.82673, -6.43720], [-1.80028, 0.85303, -7.38272], [-0.89969, -0.06664, -8.60940], [0.66029, 3.45084, -7.74936], [-0.73454, 3.03773, -6.74192], [-0.84984, 3.18945, -8.54095], [0.59305, -0.26335, -0.96549], [-0.47805, -0.23145, -0.47027], [-1.49391, 0.38954, -1.13230], [-2.81511, 0.06689, -0.60555], [-2.53751, -0.32653, 0.83197], [-1.08791, -0.77174, 0.76683], [-3.16791, -0.72303, -1.22344], [-3.47527, 0.96346, -0.68887], [-3.29402, -1.15442, 1.03585], [-2.66641, 0.51322, 1.54658], [-1.13971, -1.92866, 0.71897], [-0.49452, -0.53798, 1.69668], [1.38958, -3.62334, -4.40434], [2.10777, -2.67930, -4.30156], [2.73431, -2.01626, -5.39365], [3.35306, -0.78360, -4.99473], [3.36516, -0.66922, -3.49191], [2.47683, -1.88679, -3.03396], [2.80883, 0.01840, -5.46706], [4.31897, -0.73385, -5.46217], [2.84391, 0.20766, -3.12878], [4.46128, -0.65856, -3.25802], [1.55898, -1.54276, -2.60611], [2.92498, -2.55490, -2.28311], [2.24209, 5.41752, -0.42874], [2.08770, 4.58762, 0.40452], [2.16934, 4.91027, 1.69970], [1.78762, 3.79090, 2.57553], [2.12615, 2.60888, 1.75550], [2.02655, 3.07943, 0.27660], [0.69207, 3.92871, 2.76132], [2.48549, 3.74864, 3.45414], [1.53385, 1.73688, 1.85002], [3.17517, 2.32481, 2.01023], [1.05258, 2.75106, -0.12293], [2.81807, 2.69957, -0.37418], [-1.34276, 2.71089, 0.87644], [-1.51696, 3.84724, 0.58172], [-0.76666, 4.83469, 1.03456], [-1.08381, 6.12799, 0.53142], [-2.11577, 5.77686, -0.67644], [-2.60231, 4.32476, -0.28648], [-0.19810, 6.53598, 0.13596], [-1.46694, 6.71751, 1.35952], [-1.46700, 5.68761, -1.53553], [-2.94378, 6.45661, -0.80059], [-2.72647, 3.68890, -1.15633], [-3.53191, 4.31808, 0.29218], [5.05322, 1.97550, -3.66115], [5.56337, 2.35101, -2.65780], [6.54792, 1.61700, -2.06424], [7.10616, 2.32731, -0.94319], [6.17682, 3.47993, -0.70584], [5.37443, 3.61295, -1.98112], [8.08445, 2.64834, -1.27435], [7.29676, 1.72720, -0.08539], [6.73290, 4.42293, -0.58994], [5.52738, 3.32490, 0.19431], [5.87620, 4.36729, -2.71135], [4.27138, 3.74114, -1.83300], [-0.15507, 1.06344, 4.44824], [-0.68999, 0.78871, 5.48190], [-1.34456, 1.60966, 6.27959], [-1.80038, 1.02456, 7.53658], [-1.06349, -0.41076, 7.56092], [-0.73459, -0.62042, 6.11595], [-2.90814, 1.01227, 7.58532], [-1.41887, 1.68861, 8.30964], [-1.65373, -1.21716, 8.03557], [-0.18729, -0.38034, 8.24440], [-1.55108, -1.04368, 5.50410], [0.20466, -1.16752, 5.95104], [-1.50109, -3.61939, 5.03765], [-1.95086, -3.84082, 3.95033], [-1.37492, -4.72505, 3.01801], [-2.20259, -4.69841, 1.78809], [-3.60662, -4.17357, 2.19805], [-3.16519, -3.17180, 3.32624], [-2.35119, -5.70593, 1.42187], [-1.75945, -4.12544, 1.00188], [-4.25856, -5.00135, 2.55574], [-4.09364, -3.67696, 1.37379], [-3.87863, -2.85005, 4.08644], [-2.85446, -2.26234, 2.77443]], "atomic_forces_ev_per_a": [[2.5746, -2.5216, 3.1158], [-0.0259, 0.5799, 0.3442], [1.1029, -0.1436, -0.0927], [-1.1029, 0.0479, -0.8347], [0.0577, -0.5215, -0.5892], [-0.2259, 0.0125, -0.3184], [-2.3894, 2.5557, -1.5947], [-0.2106, 0.4446, -0.0664], [-0.0920, 1.2938, 1.0995], [-1.1343, -0.1673, -0.9722], [0.4733, -1.3706, 0.1307], [0.1056, -0.2007, -0.1603], [0.5511, 0.3078, -0.0566], [0.3137, -0.3017, -0.0917], [-1.2518, 0.9482, 2.0039], [3.3254, 0.8751, 2.3820], [-0.9689, -0.0898, -2.0730], [-2.2277, -1.4066, -0.8334], [0.2287, -0.2628, 0.1537], [0.3311, -0.3905, -1.5318], [0.1173, 0.1144, -0.0799], [-0.5596, 0.7249, -1.8867], [-0.2523, -0.5385, 0.4711], [1.0639, -0.0193, -0.7797], [-0.0385, -0.2254, 0.7132], [0.2779, -0.5222, 0.0465], [-1.1660, 0.7077, 0.0525], [-0.4473, 0.1605, -0.1311], [1.1075, -0.1694, 1.5199], [-0.3051, -0.4211, 0.2671], [0.2832, -0.1391, 0.0808], [-0.1993, -0.2384, 0.6532], [-0.3451, -0.1029, -0.0321], [0.1862, 0.8276, -0.2198], [-0.5525, 0.4581, -0.0459], [0.8491, -0.0651, -0.2043], [-0.0146, -0.4663, -0.4838], [-0.6792, 0.5086, -1.3670], [-0.1317, -0.6863, 0.6205], [0.4349, 1.6244, 0.4931], [0.4011, -1.3578, 0.2497], [0.3293, -0.2788, -0.5658], [-0.3164, 0.8915, 0.8486], [0.4366, 0.1716, -0.3568], [0.5435, -0.0165, 0.1944], [-0.4308, -0.1152, 0.6851], [0.1266, -0.4533, 0.0394], [-0.4018, -0.7929, -0.8815], [-0.1682, 0.2282, 0.3132], [0.0156, 0.6830, 0.2108], [-0.0470, -0.1657, 0.1885], [0.2028, -0.1995, -1.0514], [-0.0169, 0.0640, 0.3626], [-1.5906, 0.1395, -1.5137], [0.9099, -1.0461, -1.1424], [-1.4867, 0.9259, 2.1344], [2.0267, -3.5074, -1.4809], [-0.1457, -0.3358, 1.2848], [-1.1655, 0.8376, -1.6321], [-0.6723, -0.4439, -0.0452], [1.2722, -0.3105, 2.1983], [0.2700, 0.8385, -0.6280], [0.3348, 0.1482, -0.1066], [-0.2897, 0.7390, -0.6780], [-0.5535, 0.2531, -0.6313], [0.3206, 2.0732, 1.1272], [-0.0960, -0.1626, 0.0183], [0.2816, 0.5151, 0.1618], [0.6013, -0.7470, 0.8765], [1.2786, -2.7438, -0.7565], [-0.7380, 0.1380, 0.9248], [0.4453, 0.0822, 0.0842], [-2.0386, 1.3094, 1.4004], [1.9039, -0.9339, -0.1042], [-1.4936, -0.6637, -0.5504], [-0.3024, 0.4109, -0.0860], [-0.4344, 0.9595, -0.2147], [0.0271, 0.7432, 0.5140], [0.0516, -0.7440, -0.2430], [0.1065, 0.1039, -0.1743], [-0.6656, 0.2742, -0.8354], [0.6780, 0.2969, -0.2879], [0.3876, 0.5419, 0.4067], [0.5927, 0.1222, -0.1267], [0.3131, 0.1496, -0.0052], [0.3566, -0.4579, -0.0455], [-0.2960, -0.6189, -0.0228], [0.2998, 1.6980, 0.1591], [0.2410, -0.4565, 0.8869], [-1.1935, -1.0935, -0.2445], [0.4806, -0.2178, -0.3465], [-0.8597, 0.9325, 0.4555], [0.2100, -0.4811, -0.1073], [0.1291, 0.0499, -0.2667], [-0.5443, 0.3671, 0.0001], [0.1194, -0.6715, -0.6620], [0.7759, 0.2059, -0.7361], [0.1059, -0.1205, -0.2004], [-0.2018, -0.4108, 0.4789], [0.6142, 1.1832, -0.0180], [-0.1657, 0.0972, 0.6058], [-1.0327, 0.4728, -0.8302], [0.8796, -0.8057, -1.3928], [-0.1813, -0.3165, 0.5853], [1.2013, -0.6530, -0.5265], [0.0920, -0.0812, 0.6875], [0.5848, 1.2125, -0.1526], [0.0339, 0.0430, 0.0239], [0.3569, -0.3440, 0.3350], [0.3184, -0.3121, 1.0209], [-0.4938, 1.5033, 0.6667], [0.0568, -0.3393, 0.0679], [-1.1081, -0.2793, -0.7893], [-0.4344, 0.4678, 0.5689], [0.4454, -0.2924, -0.4612], [-0.5547, -0.2035, -0.2252], [-0.0231, -0.0368, 0.4906], [-1.3854, 0.3973, 0.2993], [-0.2563, 1.2086, 2.3074], [1.8605, -2.0228, 0.3802], [0.6808, 0.6299, -1.8104], [-0.0794, -0.4682, 0.5891], [1.0866, -1.4441, -1.0231], [0.6836, 0.4120, -0.1137], [-0.0410, -0.2012, -1.0537], [0.7149, -0.5132, -0.2195], [-0.7866, -0.5169, -0.2902], [-0.3475, 0.6283, -0.5264], [-0.8105, 0.7532, -0.2889], [-0.0151, 0.0636, 0.7536], [0.1576, 0.2849, 0.2454], [-0.4837, 0.3416, 0.6863], [-0.8381, 0.4862, -0.1998], [2.0959, -0.1976, -0.1161], [-3.3303, 0.6769, -0.2462], [-0.1574, 0.4043, -0.5903], [0.7746, 2.0242, 0.3053], [-1.2855, -0.4690, 0.1888], [0.4995, -2.9297, 2.6270], [-0.5675, -0.6870, -0.2722], [0.7001, -0.7541, -0.1371], [1.1605, 0.9864, 0.2831], [-0.0522, -0.5132, -0.6139], [0.6551, 1.8049, -0.2100], [-0.4500, -0.0787, -1.0118], [0.1305, -0.1462, -0.4529], [1.6695, 2.4470, -0.2742], [-1.2426, -1.5712, 1.1805], [-0.6815, 0.2772, -0.8950], [0.1865, -1.2979, 0.4776], [1.2489, -0.4013, -0.5577], [-0.5531, 0.3350, -0.1393], [0.6236, -0.3016, 0.0594], [0.4591, 0.4413, -0.0759], [-1.2519, -0.1738, 0.7972], [-0.5531, 0.3069, 0.3383], [0.0137, 0.1801, -0.3088], [-0.2604, 0.9792, -1.4623], [0.9715, -1.1885, 1.0419], [-0.2929, 0.2099, 1.1575], [-0.1999, 0.8933, 0.3921], [1.5785, -0.8000, -1.7237], [-0.6428, -0.3462, 0.6547], [1.1193, -0.3014, 0.3134], [-1.2260, 0.7613, -0.4790], [-0.7867, -0.7560, 0.6646], [-0.7624, 0.0350, -0.3945], [0.3943, 0.2477, -0.0035], [-0.1484, 0.1542, -0.0208], [0.6860, -1.5611, 0.7877], [-0.6955, 0.0618, -0.4120], [1.1926, 0.1322, 0.8427], [-2.4901, -1.0810, -1.1929], [0.6961, -0.9586, 2.0201], [-0.1780, 2.0678, -0.9096], [1.1171, 0.6489, -0.3265], [-0.1974, 0.1340, -0.1157], [-0.3874, 0.1980, -0.4870], [0.0802, 0.3813, -0.1587], [-0.0324, -0.1783, 0.0141], [0.0412, 0.1045, -0.0890], [-0.4121, -0.6281, -0.8308], [1.0584, -1.4607, -0.5082], [-0.1657, -0.5777, 0.5685], [0.4519, 0.4129, -1.2765], [-0.4918, 1.5396, 1.1947], [-0.4098, 1.8118, -0.2479], [0.3455, 0.3186, -0.0999], [-0.3639, -0.9601, 0.5259], [-0.1416, -0.4154, 0.5423], [0.5185, 0.1559, -0.8415], [-1.3163, -0.8549, 1.2937], [1.0035, 0.5405, -0.3939], [-0.2266, 0.8453, -0.4360], [0.8889, -2.6544, 1.2522], [-0.9546, 1.4925, 0.4784], [0.9570, -1.2237, -0.2644], [-0.9552, 0.7439, 1.4341], [0.3816, 0.4310, -1.2087], [0.6811, -0.1668, -0.3573], [-0.1010, -0.0813, 0.0553], [-0.2152, 0.5079, -0.5689], [-0.1683, 0.3338, -0.8330], [0.2602, -0.4748, 0.5796], [-0.5789, 0.2401, -0.0963], [0.2109, -0.5685, -0.3753], [0.1591, 0.0533, -1.2434], [-1.3424, 1.1175, 0.1781], [-1.2092, -0.7991, 1.1987], [0.9423, 0.2325, 1.2526], [-0.3141, -0.4334, -1.0623], [0.5576, -0.3756, 0.1043], [0.5698, 0.6695, -0.1942], [0.4940, 0.5780, -0.0979], [-0.2061, 0.0905, -0.2002], [-0.0092, -0.2773, -0.1377], [0.2136, -0.2869, 0.5778]], "e_above_lowest_kj_mol": 0.00, "homo_ev": -9.12, "orbital_gap_ev": 9.3, "e_lumo_ev": 0.17, "total_energy_ev": -137212.5408, "fmax_ha_per_bohr": 0.0926}